(1)
Molecular formula: C22H52F3Li2N3O4
Method: DFT, wB97M-V/def2-TZVPD

* charge: +1
* LUMO level (alpha / beta): -0.080 / -0.249 hartree
* spin multiplicity: 2
* expectation value of S²: 0.754

Cartesian coordinates (Å):
Li -0.308 -0.357 -2.128
Li -2.315 0.965 -1.198
O -0.861 0.098 -0.295
H -0.417 0.171 0.573
O -1.561 0.898 -3.031
H -1.658 0.857 -4.002
C 3.622 -1.593 -1.685
C 2.173 -1.141 -1.551
N 1.622 -0.599 -2.843
C 1.702 -1.582 -3.860
C 0.780 -1.233 -5.026
C 2.312 0.669 -3.203
C 1.911 1.846 -2.359
H 3.932 -2.118 -0.781
H 4.278 -0.724 -1.723
H 3.759 -2.224 -2.564
H 1.524 -1.971 -1.272
H 2.025 -0.437 -0.732
H 2.721 -1.774 -4.195
H 1.354 -2.555 -3.511
H -0.266 -1.343 -4.740
H 0.828 -0.198 -5.363
H 1.021 -1.819 -5.913
H 2.072 0.966 -4.224
H 3.390 0.536 -3.296
H 2.270 1.824 -1.330
H 0.821 1.847 -2.383
H 2.252 2.792 -2.781
C 2.777 -3.324 1.804
C 1.971 -2.601 2.813
N 0.613 -2.991 2.983
C -0.308 -2.671 1.914
C -1.546 -3.613 1.922
C 0.013 -2.798 4.313
C -0.199 -1.292 4.629
H 3.838 -3.088 1.730
H 2.369 -3.182 0.803
H 2.861 -4.381 2.056
H 2.462 -2.779 3.769
H 2.071 -1.535 2.607
H -0.652 -1.640 1.829
H 0.150 -2.822 0.937
H -2.168 -3.477 1.037
H -1.334 -4.681 1.986
H -2.178 -3.368 2.776
H 0.752 -3.073 5.065
H -0.856 -3.430 4.493
H 0.755 -0.778 4.511
H -0.459 -1.149 5.678
H -0.963 -0.806 4.023
C -3.669 1.191 1.920
C -4.615 1.538 0.780
N -3.938 2.033 -0.461
C -3.456 3.446 -0.331
C -2.297 3.813 -1.296
C -4.765 1.955 -1.658
C -5.011 0.528 -2.164
H -2.990 1.977 2.250
H -3.165 0.237 1.766
H -4.250 1.032 2.829
H -5.166 0.610 0.625
H -5.383 2.237 1.108
H -3.046 3.616 0.665
H -4.287 4.141 -0.454
H -1.487 3.085 -1.245
H -1.906 4.761 -0.926
H -2.717 4.009 -2.283
H -5.689 2.480 -1.417
H -4.201 2.477 -2.431
H -5.559 -0.005 -1.388
H -5.563 0.469 -3.102
H -4.061 0.005 -2.276
C 0.439 2.171 2.056
C 1.570 1.116 1.849
O 2.778 1.645 1.237
C 3.969 1.000 1.350
O 4.106 -0.159 1.802
C 5.210 1.804 0.818
F 5.589 1.335 -0.393
F 4.919 3.132 0.696
F 6.252 1.615 1.639
H 0.814 3.168 2.289
H -0.276 1.975 2.855
H 0.001 2.324 1.070
H 1.114 0.363 1.205
H 1.780 0.552 2.758

Cartesian forces, eV/Å:
Li -0.574 1.044 -0.002
Li 0.694 -0.093 -0.446
O 0.381 -0.382 0.482
H -0.817 0.035 -1.137
O 0.152 -0.758 0.118
H -0.066 0.117 1.062
C -0.035 0.322 0.711
C -0.070 -0.048 -0.777
N 0.365 1.098 2.266
C -0.469 -0.669 -1.734
C -0.025 0.349 -0.439
C 0.224 -0.026 -0.914
C -0.331 0.081 0.394
H -0.003 -0.258 -0.074
H 0.067 -0.064 -0.302
H 0.180 0.017 0.265
H -0.033 -0.377 -0.121
H 0.174 0.380 -0.221
H 0.214 0.235 -0.296
H -0.009 -0.050 0.482
H -0.033 -0.364 -0.047
H 0.377 0.086 0.198
H -0.219 -0.271 0.129
H -0.482 -0.421 -0.055
H 0.307 -0.216 0.477
H -0.059 -0.162 0.068
H -0.162 0.302 0.285
H 0.096 -0.117 -0.157
C 0.452 -1.497 -1.552
C 1.885 -0.115 1.655
N -1.902 2.415 0.081
C -0.898 -2.439 -1.961
C -0.367 0.460 0.615
C 0.960 -0.039 1.162
C -0.038 0.111 -0.307
H -0.216 0.970 0.426
H 0.033 -0.284 -0.072
H -0.587 -0.222 -0.191
H -0.087 0.263 0.215
H -0.501 0.375 -0.078
H 0.175 0.423 0.774
H 0.585 0.005 0.192
H 0.283 0.271 -0.067
H 0.467 0.119 -0.028
H -0.145 -0.046 -0.037
H 0.140 -0.476 -0.226
H -0.044 0.228 -0.510
H -0.034 0.071 -0.178
H -0.146 -0.377 -0.032
H 0.037 -0.116 -0.080
C -0.229 0.099 0.823
C 0.348 0.145 -0.281
N 0.771 -0.186 0.861
C 0.748 -0.582 0.196
C -1.211 0.345 0.736
C -0.072 -0.291 -0.465
C 0.028 0.090 1.075
H 0.313 0.017 -0.549
H 0.387 0.235 -0.346
H -0.421 -0.086 -0.002
H 0.045 0.048 -0.711
H -0.003 0.432 0.066
H -0.290 -0.332 0.235
H -0.203 0.105 -0.064
H -0.096 -0.035 -0.452
H 0.111 0.084 -0.096
H 0.600 -0.381 -0.194
H -0.419 0.112 -0.499
H -0.301 0.198 -0.062
H -0.250 -0.225 -0.206
H 0.064 0.214 0.108
H 0.071 0.027 -0.322
C 1.543 0.833 -0.869
C -0.990 -0.448 0.567
O 1.114 0.031 0.325
C -1.267 -3.124 1.271
O -0.441 3.586 -1.331
C -0.039 0.567 -0.416
F -0.586 0.298 0.641
F 0.497 -1.547 0.269
F -0.831 0.412 -0.249
H 0.511 -0.087 0.242
H 0.017 -0.642 -0.313
H -0.613 -0.244 0.213
H 0.627 -0.043 -0.467
H 0.573 0.485 0.249



(2)
Molecular formula: C22H52N2NbO
Method: DFT, wB97M-V/def2-TZVPD

* charge: -1
* LUMO level: 0.088 hartree
* spin multiplicity: 1

Cartesian coordinates (Å):
C -4.289 -0.518 -6.550
C -2.933 -1.239 -6.430
C -3.082 -2.716 -6.081
C -3.759 -2.987 -4.723
C -3.237 -2.103 -3.600
C -1.750 -2.319 -3.314
C -1.149 -1.132 -2.519
C -1.088 -1.470 -1.014
C 0.157 -2.310 -0.683
C 0.570 -2.155 0.783
C 1.414 -0.883 1.015
C 2.645 -1.154 1.913
Nb 3.305 0.516 3.268
C 4.251 2.069 4.646
N 4.492 1.584 6.046
C 1.280 0.964 4.248
C 0.222 -0.150 4.234
C -1.120 0.141 3.508
C -1.247 1.462 2.775
C -2.470 1.519 1.843
C -3.711 2.130 2.533
C 2.904 2.210 1.736
C 3.199 1.939 0.264
O 4.229 0.980 0.090
C 3.566 3.246 -0.500
N 3.021 3.296 -1.874
H -4.241 0.452 -6.074
H -5.081 -1.087 -6.081
H -4.563 -0.410 -7.592
H -2.280 -0.726 -5.734
H -2.455 -1.164 -7.404
H -3.691 -3.168 -6.861
H -2.104 -3.180 -6.099
H -3.531 -4.023 -4.477
H -4.828 -2.870 -4.860
H -3.410 -1.057 -3.820
H -3.789 -2.324 -2.690
H -1.645 -3.215 -2.711
H -1.167 -2.452 -4.219
H -1.738 -0.237 -2.691
H -0.139 -0.969 -2.885
H -1.951 -2.101 -0.821
H -1.106 -0.565 -0.415
H 0.983 -2.033 -1.333
H -0.070 -3.358 -0.875
H 1.155 -3.033 1.029
H -0.325 -2.164 1.406
H 1.792 -0.626 0.032
H 0.787 -0.068 1.373
H 3.479 -1.449 1.280
H 2.445 -2.026 2.536
H 5.014 0.248 2.678
H 3.682 -0.749 4.556
H 3.526 2.884 4.733
H 5.196 2.485 4.307
H 5.217 0.877 5.992
H 3.677 1.062 6.354
H 1.525 1.177 5.289
H 0.960 1.920 3.845
H -0.037 -0.377 5.266
H 0.588 -1.101 3.857
H -1.317 -0.650 2.784
H -1.949 0.075 4.211
H -0.367 1.734 2.200
H -1.377 2.265 3.497
H -2.212 2.178 1.020
H -2.689 0.541 1.424
H -4.598 1.539 2.332
H -3.558 2.205 3.603
H -3.853 3.140 2.171
H 3.558 3.020 2.066
H 1.876 2.551 1.811
H 2.258 1.625 -0.195
H 4.215 0.653 -0.825
H 4.646 3.353 -0.515
H 3.086 4.046 0.047
H 2.185 3.859 -1.917
H 2.798 2.371 -2.219

Cartesian forces, eV/Å:
C 0.462 -0.238 0.177
C -0.453 -0.020 -0.457
C -0.156 0.395 0.281
C 0.604 0.156 -0.477
C 0.163 -0.451 -0.044
C -0.035 0.891 0.267
C -0.074 -0.886 0.369
C 0.629 -0.120 -1.095
C -0.762 0.107 0.559
C 0.136 0.122 -0.563
C 0.318 -0.752 0.208
C 0.427 0.049 -0.200
Nb -2.050 0.743 -0.912
C 0.590 -0.786 0.297
N 0.052 0.129 0.036
C 0.804 -0.403 0.587
C -0.628 0.182 0.203
C 0.211 -0.079 -0.242
C -0.456 0.248 -0.257
C 0.045 0.547 0.438
C 0.440 -0.368 -0.331
C 0.872 -0.712 -0.213
C -0.209 1.278 -0.089
O 0.048 -0.546 -0.430
C -1.052 -0.687 -0.171
N 0.496 0.141 -0.171
H -0.178 0.305 -0.055
H -0.222 -0.066 0.240
H -0.110 0.198 -0.214
H 0.114 0.040 0.265
H 0.294 -0.037 -0.060
H 0.014 -0.291 -0.166
H 0.228 -0.206 -0.107
H -0.325 -0.229 0.118
H -0.276 -0.105 0.259
H -0.120 0.280 -0.141
H -0.170 0.070 0.176
H 0.171 -0.350 -0.042
H -0.108 -0.126 -0.283
H -0.070 0.233 -0.119
H 0.171 0.339 0.022
H -0.406 0.241 0.524
H -0.091 0.080 0.205
H 0.231 0.059 -0.084
H 0.026 -0.167 -0.176
H 0.233 -0.124 0.337
H -0.080 -0.080 0.176
H 0.070 0.525 -0.160
H -0.099 0.161 0.027
H 0.123 -0.151 -0.154
H -0.051 -0.074 0.340
H 0.326 -0.063 0.482
H 0.053 -0.112 0.210
H -0.121 0.188 -0.236
H 0.008 0.269 -0.132
H -0.053 -0.015 -0.011
H 0.010 -0.008 -0.070
H -0.004 0.137 0.218
H -0.189 0.053 -0.154
H 0.008 -0.069 0.242
H 0.302 -0.070 -0.270
H 0.064 -0.153 -0.152
H -0.149 0.013 0.200
H 0.300 -0.315 -0.022
H 0.196 0.221 0.173
H 0.008 -0.057 -0.354
H -0.001 -0.178 -0.036
H -0.296 0.064 0.053
H -0.093 -0.162 0.287
H -0.269 0.243 -0.056
H 0.038 0.210 0.210
H -0.198 0.150 0.103
H -0.067 -0.470 -0.106
H 0.001 0.214 0.428
H 0.180 0.147 0.111
H 0.269 0.419 0.132
H -0.067 -0.152 0.048
H -0.044 0.031 0.002



(3)
Molecular formula: C22H54B3F8N7O5
Method: DFT, wB97M-V/def2-TZVPD

* charge: 0
* LUMO level: -0.104 hartree
* spin multiplicity: 1

Cartesian coordinates (Å):
N -10.954 0.115 14.620
O -10.859 -0.420 15.717
O -10.750 1.311 14.502
O -11.136 -0.594 13.626
B -7.889 -2.893 8.632
H -7.336 -2.438 7.825
H -7.466 -2.531 9.556
H -8.924 -2.587 8.664
H -7.862 -3.969 8.564
C -1.178 3.360 18.838
C -2.062 4.571 19.091
N -3.466 4.326 18.800
C -4.128 3.856 17.653
C -5.444 4.133 17.766
N -5.706 4.651 19.000
C -4.470 4.829 19.621
C -6.992 5.022 19.473
H -0.110 3.455 19.033
H -1.384 3.056 17.812
H -1.602 2.582 19.473
H -1.744 5.322 18.368
H -1.942 4.915 20.118
H -3.458 3.515 16.878
H -6.232 4.072 17.031
H -4.462 5.308 20.589
H -7.388 4.120 19.941
H -7.577 5.411 18.640
H -6.996 5.738 20.296
C -10.677 -9.971 16.558
C -10.017 -8.743 17.226
N -9.237 -7.964 16.255
C -9.709 -7.553 15.024
C -8.813 -6.732 14.398
N -7.680 -6.709 15.210
C -8.040 -7.336 16.381
C -6.452 -5.911 15.019
H -11.646 -9.738 16.118
H -10.733 -10.773 17.295
H -10.003 -10.256 15.751
H -9.299 -9.082 17.973
H -10.730 -8.111 17.753
H -10.649 -7.867 14.594
H -8.910 -6.186 13.471
H -7.349 -7.484 17.198
H -6.745 -4.902 15.310
H -6.292 -5.995 13.944
H -5.605 -6.217 15.633
C -3.098 -3.220 22.764
N -4.423 -2.464 22.886
C -4.966 -2.737 24.345
C -4.212 -0.998 22.644
C -5.350 -3.112 21.808
C -6.846 -2.701 21.686
O -7.039 -1.398 21.310
H -3.066 -4.279 23.019
H -2.352 -2.749 23.405
H -2.771 -3.097 21.731
H -4.133 -2.476 24.998
H -5.215 -3.794 24.442
H -5.756 -2.007 24.524
H -4.014 -0.721 21.608
H -3.319 -0.587 23.117
H -5.017 -0.402 23.073
H -5.302 -4.171 22.062
H -4.781 -2.943 20.894
H -7.503 -3.021 22.494
H -7.201 -3.223 20.798
H -7.542 -1.419 20.493
C -16.785 -2.457 16.668
N -18.152 -1.894 16.369
C -18.658 -2.359 14.947
C -19.095 -2.412 17.458
C -18.065 -0.319 16.384
C -17.084 0.337 15.450
O -17.620 1.573 14.925
H -16.189 -2.003 15.878
H -16.694 -3.543 16.629
H -16.445 -2.001 17.598
H -18.058 -2.044 14.093
H -19.681 -2.023 14.776
H -18.725 -3.445 15.014
H -19.199 -3.496 17.500
H -20.075 -1.942 17.374
H -18.670 -2.029 18.386
H -17.836 -0.131 17.433
H -19.064 0.098 16.253
H -17.018 -0.229 14.520
H -16.040 0.544 15.686
H -17.082 1.763 14.153
B -9.289 7.775 11.371
F -8.783 6.866 12.262
F -8.890 9.031 11.682
F -8.911 7.382 10.151
F -10.659 7.805 11.403
B -15.286 2.516 9.334
F -14.553 2.940 10.377
F -15.426 1.187 9.435
F -16.503 3.215 9.161
F -14.561 2.733 8.182

Cartesian forces, eV/Å:
N 0.953 -0.193 -2.039
O -0.147 -1.329 3.249
O -0.108 1.722 0.115
O -0.644 -0.538 -0.636
B -0.049 -0.007 -0.022
H 2.103 1.772 -3.415
H 1.982 1.263 4.013
H -4.141 1.271 -0.177
H 0.307 -4.662 -0.233
C -1.443 -0.785 0.066
C 1.501 0.275 -0.827
N -4.149 0.978 2.124
C 2.121 0.738 0.455
C -0.669 -0.433 -0.575
N 4.985 0.738 0.215
C -1.389 -1.104 -1.905
C -1.207 -0.208 1.010
H -0.271 0.403 -0.091
H 0.559 -0.193 -0.067
H 0.385 -0.400 0.052
H -0.025 0.483 0.402
H -0.342 0.207 -0.182
H -0.716 -0.137 -0.357
H 0.054 -0.371 -0.043
H 0.708 -0.126 -0.070
H -0.690 0.019 -0.458
H -0.168 -0.248 0.209
H 0.550 0.299 -0.327
C 0.687 0.778 -0.011
C 0.246 -0.622 0.377
N 0.905 2.146 -1.283
C -0.471 0.308 -0.911
C 0.507 -0.888 0.735
N -1.858 -0.762 2.689
C 0.696 -0.830 -1.226
C -1.187 0.394 -0.398
H 0.017 -0.100 0.210
H -0.248 0.034 -0.216
H -0.130 -0.422 0.018
H 0.028 -0.023 -0.023
H 0.006 0.172 -0.285
H -0.024 0.008 0.372
H 0.195 -0.107 -0.068
H -0.159 0.046 -0.006
H 0.371 0.181 -0.380
H 0.620 0.386 0.199
H -0.298 -0.470 -0.210
C 0.500 1.025 -0.360
N -0.353 -1.435 0.863
C 1.019 1.160 -1.436
C 0.431 0.857 0.401
C -0.053 0.285 0.868
C 0.672 -1.224 -1.007
O 0.153 1.914 0.228
H -0.961 0.083 0.011
H -0.217 0.237 0.019
H 0.044 -0.074 0.051
H -0.066 -0.153 0.046
H -0.211 0.285 -0.113
H -0.266 -0.528 -0.035
H -0.670 -0.651 -0.228
H 0.192 -0.766 0.581
H -0.333 -0.382 -0.430
H -0.087 -0.046 -0.135
H -0.411 0.061 -0.156
H 0.365 0.091 0.491
H 0.296 -1.257 0.307
H -0.086 0.554 -0.013
C 0.240 1.511 -1.084
N -0.893 -0.340 -1.497
C -0.284 -0.479 1.303
C 0.195 1.465 -0.155
C -0.083 -0.594 1.788
C 0.148 0.725 -2.995
O -0.515 -0.513 1.293
H 0.484 -0.432 0.058
H -0.492 0.182 0.101
H -0.098 -0.381 0.110
H 0.381 0.087 0.568
H 0.118 0.394 0.384
H 0.314 0.011 -0.153
H 0.360 0.140 -0.431
H 0.041 -0.097 -0.357
H 0.020 -0.274 0.076
H 0.198 0.161 0.063
H -0.030 -0.303 -0.488
H 0.191 -0.956 0.190
H -0.117 -0.472 1.166
H 0.076 0.398 -0.308
B -1.171 -0.443 0.333
F 0.766 -1.134 1.842
F 1.460 2.447 0.599
F 1.246 -0.429 -2.937
F -2.087 -0.249 0.388
B 0.327 1.183 -1.734
F 0.609 1.244 2.342
F -1.416 -3.096 0.570
F -0.748 -0.026 0.632
F 0.849 0.574 -1.689



Respective max |F| values: 3.85 2.36 5.04 eV/Å.